{
  "formula": "C4H10N2O2",
  "method": "ωB97M-V/def2-TZVPD",
  "e_tot_ha": -418.29341,
  "fmax_ev_per_a": 3.16,
  "mol_weight_g_mol": 118.14,
  "orbital_gap_ev": 9.55,
  "de_lowest_kcal_mol": 105.14,
  "homo_energy_ev": -8.7612,
  "lumo_energy_ev": 0.789,
  "spin_multiplicity": 1,
  "charge": 0,
  "species": ["C", "C", "C", "O", "N", "H", "H", "H", "H", "H", "H", "H", "N", "C", "O", "H", "H", "H"],
  "coordinates": [[-2.10521, 0.83323, -0.34591], [0.07928, -1.71494, 0.89992], [-0.02890, -0.45787, 0.06638], [-0.01971, -0.80491, -1.29301], [-0.99950, 0.48353, 0.50045], [-0.05132, 0.00958, -1.81252], [-1.82577, 1.10151, -1.36987], [-2.63950, 1.66429, 0.10939], [-2.76195, -0.04287, -0.37637], [1.02402, -2.20970, 0.67674], [0.03066, -1.46511, 1.95664], [-0.73449, -2.39677, 0.65486], [2.24809, 0.83448, -0.35535], [1.09508, 0.71197, 0.42295], [0.18408, 1.73713, 0.22645], [2.09995, 0.88008, -1.35337], [3.04297, 0.27827, -0.08166], [1.36221, 0.55809, 1.47428]],
  "nbo_charge": [-0.44, -0.63, 0.30, -0.71, -0.12, 0.47, 0.18, 0.22, 0.22, 0.22, 0.22, 0.22, -0.83, 0.25, -0.47, 0.37, 0.38, 0.15]
}